Record 1
Here is 2 unconnected molecules or ions with the total composition C2H2ClN from OMol25. Energies are from ωB97M-V with the def2-TZVPD basis set.

Calculated values
Highest occupied orbital energy (alpha / beta), eV: -10.10 / -9.87
LUMO level (alpha / beta), hartree: -0.099 / -0.081
Kohn-Sham gap (alpha / beta), eV: 7.42 / 7.66
Net charge: 0

Each line ends with the Löwdin charge.
Cartesian coordinates (Å):
1 C -0.0409 0.6426 -0.8798  0.192
2 C 0.2360 -0.1195 0.0529  -0.371
3 N 0.7501 -0.6610 1.0084  0.008
4 Cl 2.1864 -2.3881 0.1851  0.086
5 H -0.7995 1.0367 -1.4814  0.026
6 H 0.3024 -1.3138 1.6018  0.059

Atomic forces in eV per Å
C -0.314 0.203 -0.045
C -0.985 1.203 -1.764
N 2.832 -1.554 1.910
Cl -0.400 0.435 0.258
H -0.399 0.383 -0.859
H -0.734 -0.670 0.498


Record 2
Here is a single C2H2ClN molecule from OMol25. Energies are from ωB97M-V with the def2-TZVPD basis set.

Calculated values
Highest occupied orbital energy (alpha / beta), eV: -6.17 / -10.41
LUMO level (alpha / beta), hartree: 0.032 / -0.120
Kohn-Sham gap (alpha / beta), eV: 7.06 / 7.13
2S+1: 3
Net charge: 0

Each line ends with the Mulliken spin population.
Cartesian coordinates (Å):
1 C 1.3429 0.6468 0.1783  0.037
2 C 0.2915 0.0935 0.1637  0.065
3 N -0.9114 -0.8129 0.2717  0.802
4 Cl -2.2164 0.2684 -0.1309  1.100
5 H 2.1609 1.2496 -0.0154  -0.007
6 H -0.6675 -1.4454 -0.4674  0.003

Atomic forces in eV per Å
C 0.043 0.405 -0.324
C -3.490 -4.088 1.789
N 8.886 1.043 -0.186
Cl -6.131 3.764 -1.115
H 1.099 0.701 -0.004
H -0.407 -1.826 -0.160


Record 3
Here is a single C2H2ClN3O2 molecule from OMol25. Energies are from ωB97M-V with the def2-TZVPD basis set.

Calculated values
Highest occupied orbital energy (alpha / beta), eV: -9.22 / -9.90
Structure (SMILES): O=N/C=C\[N+]([O-])=N\Cl
LUMO level (alpha / beta), hartree: -0.064 / -0.075
Kohn-Sham gap (alpha / beta), eV: 7.48 / 7.87
Net charge: 0

Each line ends with the Löwdin charge.
Cartesian coordinates (Å):
1 C -0.1014 0.2419 -0.8173  -0.081
2 C -0.2750 0.5568 0.5390  0.026
3 N -2.3970 1.4969 0.8891  -0.316
4 N -0.7266 0.7991 -1.8629  -0.066
5 N -1.3782 0.9570 1.3100  -0.452
6 O -1.8408 1.1509 -1.8864  0.078
7 O -1.2620 0.6308 2.4894  -0.087
8 Cl -3.4592 1.8876 2.1797  0.662
9 H 0.7995 -0.2354 -1.1162  0.103
10 H 0.4940 0.0336 1.1321  0.134

Atomic forces in eV per Å
C -0.460 0.906 3.754
C 1.901 -2.632 -3.099
N -2.218 1.968 -2.074
N 1.674 0.270 -2.095
N 0.714 -1.004 2.068
O -2.807 0.649 0.099
O 1.182 -0.610 1.697
Cl 0.115 -0.109 -0.652
H 0.617 -0.394 0.120
H -0.717 0.955 0.183


Taking the records one at a time from the top gives ΔE to the lowest compared entry with this formula, charge and spin values of 93.5; 69.8; 102.6 kcal/mol.